DFT (wB97M-V/def2-TZVPD) results for a structure of composition C27H36CdN10O2P.

Summary:
Highest occupied orbital energy (Eh): -0.36074
M (g mol⁻¹): 676.04
Gap between HOMO and LUMO (eV): 6.99
ΔE to the lowest compared entry with this formula, charge and spin (kJ/mol): 0.0

```
! RIJCOSX wB97M-V def2-TZVPD def2/J DEFGRID3
* xyz 1 1
Cd 0.05 -0.07 0.03
P -2.45 -2.30 1.19
O -0.43 -0.38 -2.00
O -1.55 -1.12 1.00
N 3.37 -2.41 -1.30
N -0.38 5.02 -0.25
N -3.17 -2.21 2.64
N 0.75 2.89 3.30
N 1.92 -1.13 -0.30
N 1.04 1.84 4.09
N -0.20 2.27 -0.13
N -3.63 -2.40 0.04
N 0.57 0.94 2.18
N -1.61 -3.73 1.17
C -5.02 -2.36 4.12
C -4.24 -3.14 3.05
C -0.65 4.26 -1.31
C -0.56 2.88 -1.25
C 2.17 -1.78 -1.43
C 1.36 -1.88 -2.66
C -3.21 -0.96 3.43
C 0.08 -5.15 1.95
C 1.85 -2.70 -3.69
C 0.50 -4.70 0.56
C -3.98 -1.38 4.67
C 1.19 -2.87 -4.89
C 3.89 -2.14 -0.05
C -5.49 -1.61 -1.13
C -4.52 -2.17 -2.18
C -0.52 -1.38 -4.10
C 0.07 3.02 0.93
C 2.98 -1.35 0.56
C 0.47 2.30 2.16
C -0.02 -2.19 -5.08
C -4.57 -1.26 0.04
C 0.14 -1.18 -2.86
C -3.33 -2.73 -1.38
C -0.02 4.40 0.87
C 0.92 0.69 3.42
C -0.75 -4.03 -0.02
C -0.84 -4.02 2.39
H 0.84 -5.53 -0.07
H 1.10 -0.29 3.86
H -4.99 -2.93 -2.79
H -0.77 2.24 -2.10
H -6.20 -2.38 -0.81
H -1.45 -0.84 -4.23
H -0.49 -3.12 -0.57
H -4.18 -1.37 -2.84
H -0.23 -3.16 2.70
H 2.78 -3.24 -3.57
H -2.40 -2.25 -1.71
H 0.91 -5.30 2.63
H 3.02 -0.91 1.54
H -3.80 -4.05 3.47
H -0.50 -6.08 1.89
H -3.74 -0.17 2.89
H -5.10 -1.19 0.99
H -4.86 -3.43 2.20
H -4.44 -0.53 5.18
H 0.20 5.01 1.74
H 4.84 -2.53 0.27
H 1.60 -3.51 -5.65
H -5.43 -3.02 4.88
H 1.30 1.99 5.05
H -5.84 -1.81 3.66
H -4.05 -0.32 -0.15
H -1.28 -4.69 -0.70
H -1.50 -4.28 3.21
H -0.93 4.76 -2.22
H -2.20 -0.61 3.64
H -3.23 -3.80 -1.49
H 1.32 -3.98 0.63
H -0.56 -2.30 -6.01
H 3.81 -2.97 -2.00
H -6.05 -0.75 -1.49
H -3.32 -1.89 5.37
*
```